Below is a molecular structure, C3H3NO2 in a non-equilibrium geometry, with properties calculated with ωB97M-V/def2-TZVPD.

As for the lowest unoccupied orbital energy: 0.0024 hartree. For the total energy, the calculation gives -8740.546 eV. The frontier orbital gap comes out at 8.7577 eV. The value obtained for the largest force on an atom is 6.09 eV/Å. The HOMO energy comes out at -0.319 hartree.

```
! wB97M-V def2-TZVPD RIJCOSX def2/J DEFGRID3
* xyz 0 1
C 0.116 1.349 -0.125
C 1.072 0.384 -0.052
C -0.947 0.321 0.084
N 0.132 -0.626 0.244
O -2.143 0.189 -0.068
O 0.061 -1.945 -0.206
H 0.026 2.382 -0.088
H 2.152 0.299 -0.166
H -0.468 -2.353 0.378
*
```